Record 1
C4H11BO6SV | ωB97M-V/def2-TZVPD

Results
* electronic energy: -53771.731 eV
* net charge: +3
* E_LUMO: -17.1357 eV
* multiplicity: 1

CARTESIAN COORDINATES (ANGSTROEM)
C: -2.32 1.31 1.19
O: -0.95 1.04 1.41
C: -0.02 2.02 1.13
C: 1.39 1.53 1.16
C: 1.88 0.55 0.04
O: 0.81 -0.18 -0.61
S: 1.37 -1.21 -1.78
O: 2.14 -0.51 -2.74
O: 0.01 -1.68 -2.40
B: -0.91 -2.37 -1.57
O: -2.11 -1.96 -1.24
O: -0.37 -3.61 -1.12
H: -2.86 0.98 2.09
H: -2.50 2.36 0.96
H: -2.67 0.65 0.39
H: -0.34 2.62 0.26
H: -0.06 2.75 1.99
H: 1.60 1.06 2.13
H: 2.03 2.42 1.10
H: 2.43 1.13 -0.71
H: 2.55 -0.17 0.52
H: -2.28 -1.02 -1.42
H: -0.53 -3.71 -0.17
V: 1.74 -4.01 -0.61

Record 2
C13H20BrINO8P2 | ωB97M-V/def2-TZVPD

Results
* electronic energy: -128381.145 eV
* net charge: +1
* E_LUMO: -5.3395 eV
* multiplicity: 1

CARTESIAN COORDINATES (ANGSTROEM)
C: 4.86 0.77 0.65
C: 4.28 2.17 0.04
O: 4.65 3.32 0.67
O: 3.44 2.33 -1.15
C: 2.23 1.49 -1.11
C: 0.83 2.32 -0.86
C: -0.57 1.51 -1.31
C: -2.06 2.16 -1.09
C: -3.37 1.27 -1.55
C: -4.46 1.14 -0.29
O: -4.93 2.21 0.38
I: -5.16 -0.85 0.41
C: -2.12 3.66 -0.41
C: -0.66 4.38 -0.01
P: -0.64 6.13 0.82
O: -0.12 5.77 2.48
Br: -2.76 7.02 0.89
N: 0.69 3.69 -0.25
H: 4.18 -0.16 0.38
H: 4.78 0.86 1.84
H: 5.96 0.50 0.34
H: 2.26 0.62 -0.33
H: 2.13 1.01 -2.20
H: -0.47 0.42 -1.79
H: -3.88 1.65 -2.54
H: -2.97 0.17 -1.74
H: -3.16 4.16 -0.21
H: -0.18 4.77 2.60
H: 1.57 4.21 0.06
C: -0.31 -5.31 2.12
O: -0.59 -5.26 0.74
P: -0.16 -3.95 -0.08
O: 1.21 -3.41 0.23
O: -1.37 -2.92 0.15
C: -1.45 -2.24 1.38
O: -0.39 -4.40 -1.61
C: 0.75 -4.70 -2.39
H: -0.34 -6.36 2.44
H: 0.69 -4.92 2.33
H: -1.06 -4.75 2.68
H: -0.50 -2.23 1.92
H: -2.22 -2.72 2.00
H: -1.75 -1.20 1.19
H: 0.47 -5.42 -3.16
H: 1.56 -5.12 -1.78
H: 1.10 -3.78 -2.88

Record 3
C49H56Cl2N3O2ReSi | ωB97M-V/def2-TZVPD

Results
* electronic energy: -95334.632 eV
* net charge: +1
* E_LUMO (alpha / beta): -2.9881 / -3.3361 eV
* multiplicity: 4
* energy above the lowest of the compared OMol25 structures with the same formula, charge and spin: 29.33 kcal/mol

CARTESIAN COORDINATES (ANGSTROEM)
Re: 0.40 -0.08 -0.93
C: -1.74 -0.75 5.98
C: -0.35 -1.33 5.68
C: 0.67 -0.60 6.55
C: -0.34 -2.83 6.03
C: -0.06 -1.18 4.20
C: 1.14 -0.65 3.72
C: 1.32 -0.48 2.36
N: 0.40 -0.84 1.46
C: -0.72 -1.41 1.89
C: -0.98 -1.58 3.24
C: -1.66 -1.85 0.83
C: -2.72 -2.71 1.07
C: -3.55 -3.13 0.04
C: -3.23 -2.66 -1.23
C: -2.17 -1.80 -1.41
N: -1.41 -1.39 -0.40
C: -4.75 -4.02 0.32
C: -5.45 -4.47 -0.96
C: -5.74 -3.21 1.17
C: -4.30 -5.27 1.09
H: -1.94 -0.82 7.05
H: -2.54 -1.28 5.46
H: -1.79 0.31 5.69
H: 0.36 -0.67 7.60
H: 0.74 0.46 6.29
H: 1.66 -1.05 6.47
H: -0.54 -2.96 7.09
H: 0.64 -3.26 5.82
H: -1.09 -3.37 5.46
H: 1.93 -0.34 4.39
H: 2.23 -0.05 1.97
H: -1.92 -2.03 3.54
H: -2.88 -3.08 2.08
H: -3.80 -2.96 -2.10
H: -1.93 -1.43 -2.39
H: -5.84 -3.63 -1.53
H: -6.29 -5.11 -0.71
H: -4.77 -5.04 -1.60
H: -6.00 -2.27 0.68
H: -5.32 -2.97 2.15
H: -6.65 -3.78 1.31
H: -3.57 -5.84 0.51
H: -5.16 -5.91 1.29
H: -3.85 -5.02 2.05
C: 2.52 -0.07 -0.91
Si: 3.48 1.28 -1.79
C: 2.47 2.67 -0.98
N: 1.03 2.36 -1.09
C: 0.56 2.62 -2.49
C: -0.52 3.69 -2.58
C: -0.05 4.97 -1.90
C: 0.36 4.69 -0.43
C: 0.29 3.20 -0.12
C: 5.26 1.38 -1.18
C: 5.51 1.61 0.18
C: 6.80 1.68 0.66
C: 7.87 1.53 -0.21
C: 7.64 1.29 -1.56
C: 6.34 1.22 -2.04
C: 3.38 1.26 -3.65
C: 3.84 2.36 -4.38
C: 3.89 2.32 -5.77
C: 3.49 1.18 -6.44
C: 3.02 0.08 -5.73
C: 2.97 0.12 -4.34
H: 2.89 -0.07 0.12
H: 2.83 -1.03 -1.34
H: 2.71 3.66 -1.40
H: 2.74 2.69 0.08
H: 0.23 1.70 -2.96
H: 1.42 2.97 -3.08
H: -1.46 3.33 -2.13
H: -0.72 3.88 -3.64
H: -0.85 5.72 -1.93
H: 0.79 5.38 -2.46
H: -0.32 5.19 0.26
H: 1.36 5.08 -0.23
H: -0.75 2.90 -0.13
H: 0.69 3.00 0.87
H: 4.68 1.73 0.87
H: 6.98 1.86 1.71
H: 8.89 1.59 0.17
H: 8.48 1.16 -2.23
H: 6.17 1.04 -3.09
H: 4.16 3.26 -3.86
H: 4.24 3.18 -6.32
H: 3.55 1.14 -7.52
H: 2.71 -0.82 -6.26
H: 2.62 -0.76 -3.80
Cl: 2.73 -3.63 0.04
C: 1.66 -4.05 -1.32
Cl: 0.09 -4.59 -0.73
C: 1.60 -2.77 -2.21
O: 2.50 -2.62 -3.01
O: 0.64 -1.95 -1.94
H: 2.12 -4.86 -1.87
C: -4.05 2.10 1.98
C: -2.72 1.76 2.29
C: -1.83 1.47 1.28
C: -2.22 1.49 -0.08
C: -1.33 1.13 -1.14
C: -1.79 1.24 -2.44
C: -3.09 1.69 -2.74
C: -3.97 1.97 -1.73
C: -3.56 1.87 -0.38
C: -4.45 2.16 0.68
H: -4.74 2.32 2.78
H: -2.39 1.74 3.32
H: -0.80 1.26 1.52
H: -1.16 0.94 -3.27
H: -3.40 1.79 -3.77
H: -4.99 2.26 -1.95
H: -5.47 2.42 0.43

Record 4
CH3N2O2S | ωB97M-V/def2-TZVPD

Results
* electronic energy: -18992.283 eV
* net charge: -1
* E_LUMO (alpha / beta): 3.9629 / 3.7300 eV
* multiplicity: 1
* energy above the lowest of the compared OMol25 structures with the same formula, charge and spin: 115.63 kcal/mol

CARTESIAN COORDINATES (ANGSTROEM)
C: -0.07 -0.06 -0.32
N: 0.89 0.89 2.14
N: 0.16 -0.10 2.12
O: -0.77 0.14 -2.63
O: -0.47 -2.16 -2.10
S: -1.13 -0.88 -1.61
H: 0.95 -0.08 -0.44
H: -0.41 1.03 -0.30
H: 0.85 1.21 3.14

Record 5
C51H52N5O10PtS2 | ωB97M-V/def2-TZVPD

Results
* electronic energy: -106573.460 eV
* net charge: -1
* E_LUMO: 1.0041 eV
* multiplicity: 1
* energy above the lowest of the compared OMol25 structures with the same formula, charge and spin: 14.00 kcal/mol

CARTESIAN COORDINATES (ANGSTROEM)
Pt: -0.01 -0.51 -0.58
C: 3.38 6.78 -3.64
C: 2.71 6.05 -2.51
C: 3.15 4.78 -2.12
C: 2.55 4.12 -1.06
C: 1.50 4.71 -0.38
C: 1.04 5.96 -0.76
C: 1.65 6.62 -1.82
S: 0.76 3.82 0.97
O: 1.83 3.47 1.87
O: -0.29 4.68 1.49
N: 0.24 2.47 0.32
C: -0.59 2.47 -0.71
C: -1.30 3.60 -1.23
C: -2.11 3.48 -2.32
C: -2.30 2.22 -2.91
C: -1.65 1.16 -2.34
N: -0.82 1.26 -1.29
H: 3.74 6.09 -4.40
H: 4.24 7.35 -3.27
H: 2.70 7.48 -4.11
H: 3.97 4.31 -2.65
H: 2.89 3.14 -0.77
H: 0.23 6.41 -0.21
H: 1.29 7.60 -2.12
H: -1.19 4.54 -0.71
H: -2.64 4.34 -2.70
H: -2.93 2.07 -3.78
H: -1.76 0.16 -2.75
C: 5.54 -2.57 1.84
C: 4.89 -2.90 0.51
C: 5.88 -3.57 -0.44
O: 3.76 -3.77 0.69
C: 2.65 -3.26 -0.05
C: 3.31 -2.15 -0.90
O: 4.36 -1.72 -0.03
C: 2.66 -0.90 -1.56
O: 1.94 -0.07 -0.71
C: 1.81 -1.28 -2.78
C: 1.56 -2.58 -3.22
C: 0.72 -2.81 -4.31
C: 0.13 -1.75 -4.97
C: 0.39 -0.45 -4.56
C: 1.23 -0.22 -3.47
C: 3.89 -0.10 -2.05
C: 4.43 0.87 -1.21
C: 5.57 1.56 -1.58
C: 6.19 1.30 -2.79
C: 5.66 0.33 -3.63
C: 4.52 -0.37 -3.26
C: 1.41 -2.90 0.83
O: 0.51 -2.36 -0.07
C: 1.77 -2.08 2.07
C: 2.61 -2.63 3.05
C: 2.93 -1.94 4.21
C: 2.42 -0.66 4.42
C: 1.60 -0.10 3.46
C: 1.28 -0.80 2.31
C: 0.70 -4.24 1.23
C: 0.58 -4.76 2.51
C: -0.12 -5.94 2.74
C: -0.72 -6.63 1.70
C: -0.62 -6.11 0.42
C: 0.08 -4.94 0.19
H: 5.63 -3.48 2.44
H: 4.95 -1.84 2.38
H: 6.54 -2.16 1.66
H: 6.39 -4.39 0.08
H: 6.62 -2.84 -0.76
H: 5.39 -3.99 -1.31
H: 2.30 -4.05 -0.71
H: 3.78 -2.68 -1.74
H: 2.00 -3.42 -2.72
H: 0.53 -3.83 -4.62
H: -0.53 -1.93 -5.81
H: -0.06 0.39 -5.07
H: 1.42 0.79 -3.14
H: 3.92 1.07 -0.27
H: 5.97 2.32 -0.91
H: 7.08 1.85 -3.08
H: 6.13 0.13 -4.59
H: 4.11 -1.12 -3.93
H: 3.05 -3.60 2.88
H: 3.58 -2.39 4.94
H: 2.67 -0.11 5.32
H: 1.23 0.91 3.58
H: 0.67 -0.31 1.56
H: 1.00 -4.24 3.36
H: -0.20 -6.32 3.76
H: -1.27 -7.54 1.89
H: -1.09 -6.62 -0.41
H: 0.13 -4.53 -0.81
C: -8.65 0.29 0.76
C: -8.63 -0.76 1.86
S: -7.03 -0.93 2.62
O: -7.11 -1.99 3.59
O: -6.56 0.37 3.02
C: -5.99 -1.49 1.29
C: -4.67 -1.99 1.88
N: -3.61 -1.97 0.88
C: -2.65 -1.02 0.79
N: -1.88 -1.24 -0.27
C: -2.34 -2.35 -0.89
C: -3.42 -2.80 -0.21
N: -4.21 -3.96 -0.50
O: -3.90 -4.61 -1.49
O: -5.16 -4.21 0.26
C: -2.46 0.11 1.75
H: -9.68 0.51 0.49
H: -8.14 -0.06 -0.14
H: -8.18 1.21 1.09
H: -8.90 -1.75 1.52
H: -9.27 -0.49 2.70
H: -5.82 -0.63 0.64
H: -6.50 -2.29 0.75
H: -4.78 -2.99 2.27
H: -4.35 -1.33 2.69
H: -1.86 -2.77 -1.76
H: -3.40 0.63 1.95
H: -1.75 0.80 1.31
H: -2.05 -0.26 2.69

Record 6
C17H26BrN4O5SSi2SnTe4 | ωB97M-V/def2-TZVPD

Results
* electronic energy: -165890.234 eV
* net charge: -1
* E_LUMO: 1.4145 eV
* multiplicity: 1
* energy above the lowest of the compared OMol25 structures with the same formula, charge and spin: 0.00 kcal/mol

CARTESIAN COORDINATES (ANGSTROEM)
Sn: -0.96 -0.77 -1.66
C: 3.20 -0.71 0.43
Si: 1.89 -2.02 0.74
C: 2.44 -3.11 2.16
C: 1.76 -3.06 -0.81
N: 0.28 -1.27 1.11
C: 0.15 -0.21 2.05
C: 1.27 0.13 2.83
C: 1.29 1.17 3.74
C: 0.15 1.92 3.95
C: -0.98 1.59 3.23
C: -1.00 0.56 2.28
N: -2.29 0.42 1.63
Si: -3.21 1.73 0.72
C: -4.63 2.21 1.85
C: -3.93 0.99 -0.82
C: -2.14 3.24 0.51
H: 3.92 -1.15 -0.26
H: 3.74 -0.40 1.32
H: 2.80 0.18 -0.06
H: 3.52 -3.28 2.12
H: 1.94 -4.08 2.10
H: 2.20 -2.67 3.13
H: 2.67 -2.88 -1.40
H: 0.93 -2.83 -1.47
H: 1.71 -4.12 -0.58
H: 2.17 -0.46 2.74
H: 2.20 1.37 4.29
H: 0.12 2.73 4.66
H: -1.89 2.14 3.38
H: -4.30 2.45 2.86
H: -5.37 1.41 1.92
H: -5.13 3.09 1.44
H: -4.08 -0.08 -0.68
H: -3.34 1.14 -1.72
H: -4.92 1.44 -0.97
H: -1.13 3.10 0.88
H: -2.61 4.06 1.06
H: -2.05 3.51 -0.54
Te: -1.31 -2.64 1.37
Te: -0.84 -5.11 0.49
Te: -0.98 -5.32 -2.27
Te: -1.57 -3.02 -3.54
O: -0.84 1.79 -1.42
S: -0.78 1.95 -2.89
O: 0.74 1.94 -3.24
O: -1.35 0.69 -3.46
O: -1.35 3.15 -3.42
O: -2.85 -0.96 3.23
N: -3.23 -0.29 2.29
Br: 3.59 -1.89 -5.39
C: 2.84 -0.76 -4.07
C: 3.56 0.38 -3.62
C: 2.99 1.19 -2.71
C: 1.59 0.96 -2.30
N: 1.13 -0.36 -2.45
C: 1.68 -1.11 -3.44
H: 4.57 0.56 -3.97
H: 3.51 2.04 -2.30
H: 1.34 1.36 -1.33
H: 1.19 -2.05 -3.67

Record 7
C3H8N2O2 | ωB97M-V/def2-TZVPD

Results
* electronic energy: -10315.768 eV
* E_LUMO: 0.7243 eV
* multiplicity: 1
* SMILES string: c1c[nH]cn1.O.O
* energy above the lowest of the compared OMol25 structures with the same formula, charge and spin: 27.32 kcal/mol

CARTESIAN COORDINATES (ANGSTROEM)
C: 1.90 -1.27 0.47
C: 0.66 -1.57 0.01
N: 0.22 -0.58 -0.83
C: 1.19 0.29 -0.90
N: 2.23 -0.08 -0.11
H: 2.46 -1.76 1.24
H: -0.02 -2.26 0.49
H: 1.20 1.14 -1.55
H: 3.15 0.32 -0.11
H: -1.78 1.83 2.17
H: -0.97 0.99 1.22
O: -1.18 1.91 1.42
H: -3.45 0.76 -1.65
H: -2.31 0.13 -0.91
O: -3.28 0.12 -0.95

Record 8
C4H11N2O | ωB97M-V/def2-TZVPD

Results
* electronic energy: -9346.219 eV
* net charge: +1
* E_LUMO: -3.2904 eV
* multiplicity: 1
* SMILES string: C[NH2+][C@H](C)C(N)=O
* energy above the lowest of the compared OMol25 structures with the same formula, charge and spin: 60.83 kcal/mol

CARTESIAN COORDINATES (ANGSTROEM)
O: 1.74 -0.12 0.13
C: 0.88 0.63 0.57
N: 1.07 1.79 1.27
C: -0.51 0.37 -0.14
N: -0.67 -1.07 0.25
C: -1.59 -2.09 -0.26
C: -0.52 0.64 -1.60
H: 2.06 2.17 1.15
H: 0.42 2.57 1.23
H: -1.30 1.12 0.49
H: -0.64 -1.16 1.25
H: 0.27 -1.49 0.13
H: -1.67 -1.84 -1.43
H: -2.58 -1.67 0.02
H: -1.42 -3.07 0.04
H: -1.36 1.15 -2.08
H: -0.40 -0.32 -2.08
H: 0.33 1.19 -1.83